Entry 1:
A structure of composition C8H14Br2MgN2 at a distorted geometry, computed with the ωB97M-V functional and the def2-TZVPD basis.

Element x y z (Å)
Mg -1.18 2.80 0.67
Br 0.84 6.12 1.68
Br -5.04 2.73 1.64
C 5.36 1.20 5.60
C 5.78 -0.25 5.56
C 4.61 -1.13 4.96
C 3.53 -0.49 4.12
N 2.69 0.01 3.44
H 4.60 1.28 6.37
H 4.92 1.62 4.69
H 6.03 1.95 6.02
H 6.25 -0.65 6.47
H 6.54 -0.22 4.78
H 4.20 -1.66 5.82
H 4.93 -1.98 4.35
C -5.87 -1.00 -5.08
C -4.82 -0.91 -6.23
C -3.40 -1.33 -5.80
C -2.77 -0.45 -4.74
N -2.39 0.30 -3.95
H -6.06 -2.00 -4.70
H -6.80 -0.71 -5.58
H -5.85 -0.25 -4.29
H -4.84 0.09 -6.67
H -5.20 -1.53 -7.04
H -2.76 -1.18 -6.67
H -3.29 -2.34 -5.42

Energy ... -5770.68511 a.u.
HOMO energy ... -8.7 eV
Charge ... 0
Lowest unoccupied orbital energy ... -4.67 eV
ΔE to the lowest compared entry with this formula, charge and spin ... 219.4 kcal/mol
Kohn-Sham gap ... 4.003 eV

***

Entry 2:
A cluster of 2 separate species, C3H9N2 in total at a distorted geometry, computed with the ωB97M-V functional and the def2-TZVPD basis.

Element x y z (Å)
C -0.55 -1.24 0.30
C 0.64 -0.38 0.17
C -0.67 0.20 -0.02
N 1.48 -0.49 -2.05
N -0.97 1.28 1.05
H -0.71 -1.95 -0.50
H -0.92 -1.36 1.26
H 1.28 -0.06 0.94
H -1.03 0.46 -0.98
H 2.05 -1.39 -2.15
H 2.28 0.26 -1.98
H -1.96 1.52 1.38
H -0.59 2.19 0.73
H -0.33 0.95 1.85

Energy ... -228.76897 a.u.
HOMO energy (alpha / beta) ... -14.4 / -13.5 eV
Charge ... +1
Lowest unoccupied orbital energy (alpha / beta) ... -4.62 / -4.19 eV
ΔE to the lowest compared entry with this formula, charge and spin ... 136.7 kcal/mol
Kohn-Sham gap (alpha / beta) ... 9.761 / 9.320 eV